Formula: C16H25N5O2Rh
Source: OMol25
Level of theory: ωB97M-V/def2-TZVPD

Calculated values
* electronic energy: -31522.70321 eV
* max |F|: 2.35 eV Å⁻¹
* ΔE to the lowest compared entry with this formula, charge and spin: 1.817 eV
* total charge: +3

Last column: Löwdin charge in e.
Atoms and positions in Å:
Rh (-1.172, 0.887, -0.127)  1.181
O (1.859, -5.595, -1.058)  -0.012
O (5.717, -0.433, 0.614)  -0.021
N (-3.039, 2.221, -0.510)  -0.079
N (-0.451, -1.297, -0.385)  0.021
N (-0.787, 2.846, 1.100)  0.034
N (1.094, 0.849, -0.467)  0.010
N (-2.918, -0.104, 1.088)  0.032
C (-1.340, 3.865, 0.196)  -0.208
C (1.345, -2.811, -0.022)  0.108
C (0.856, -1.511, -0.163)  -0.172
C (1.712, -0.313, -0.180)  -0.173
C (-1.264, -2.325, -0.562)  -0.104
C (0.968, -5.330, -0.031)  -0.212
C (3.091, -0.356, -0.011)  0.103
C (-4.280, 1.587, -0.040)  -0.150
C (-2.826, 3.595, -0.033)  -0.151
C (-4.065, 0.093, 0.188)  -0.206
C (3.855, 0.798, -0.177)  -0.110
C (1.820, 1.939, -0.688)  -0.106
C (0.485, -3.897, -0.147)  -0.109
C (3.200, 1.966, -0.570)  0.051
C (5.336, 0.767, 0.046)  -0.207
C (-0.848, -3.643, -0.452)  0.057
H (3.600, -1.270, 0.250)  0.131
H (-3.365, 3.730, 0.906)  0.136
H (5.637, 1.629, 0.672)  0.156
H (-2.291, -2.118, -0.835)  0.112
H (0.118, -6.027, -0.014)  0.139
H (6.667, -0.470, 0.801)  0.133
H (-1.293, 2.868, 1.986)  0.127
H (-1.215, 4.876, 0.606)  0.152
H (-3.211, 4.336, -0.742)  0.159
H (5.846, 0.944, -0.923)  0.162
H (-1.554, -4.441, -0.622)  0.141
H (3.745, 2.872, -0.782)  0.145
H (-2.816, -1.095, 1.305)  0.113
H (-4.980, -0.339, 0.609)  0.151
H (-3.009, 2.204, -1.534)  0.159
H (-5.097, 1.716, -0.758)  0.159
H (-0.809, 3.829, -0.761)  0.118
H (-3.096, 0.372, 1.973)  0.127
H (1.294, 2.831, -1.000)  0.112
H (1.882, -6.533, -1.304)  0.128
H (-3.876, -0.407, -0.768)  0.120
H (2.390, -2.975, 0.176)  0.142
H (-4.585, 2.057, 0.897)  0.137
H (0.189, 3.057, 1.307)  0.117
H (1.483, -5.441, 0.946)  0.147

Formula: C4H11O
Source: OMol25
Level of theory: ωB97M-V/def2-TZVPD

Calculated values
* electronic energy: -6372.39357 eV
* max |F|: 2.17 eV Å⁻¹
* ΔE to the lowest compared entry with this formula, charge and spin: 0.819 eV
* total charge: -1

Last column: Löwdin charge in e.
Atoms and positions in Å:
O (-1.209, -2.246, -0.026)  -0.437
C (0.779, 0.873, 0.275)  -0.290
C (-2.393, -1.657, -0.178)  -0.579
C (1.949, 0.412, -0.627)  -0.127
C (0.936, 2.362, 0.666)  -0.142
H (1.829, 1.094, -1.479)  0.057
H (0.909, 0.264, 1.171)  0.096
H (1.342, 2.582, 1.655)  0.055
H (-2.768, -0.860, 0.575)  0.016
H (-3.291, -2.328, -0.318)  0.023
H (-0.007, 2.899, 0.517)  0.057
H (2.906, 0.685, -0.175)  0.061
H (-0.180, 0.808, -0.223)  0.092
H (-2.402, -0.897, -1.006)  0.005
H (1.608, 2.913, -0.008)  0.052
H (1.898, -0.595, -1.015)  0.062